The following is a quantum chemistry calculation of a molecular structure, C12H23NNiO3P2 in a non-equilibrium geometry, from the Open Molecules 2025 dataset.

- multiplicity = 3
- net charge = +2
- E_LUMO (spin up / spin down) (eV) = -7.835 / -9.493
- energy relative to the best compared isomer or geometry (same formula, charge and spin) (kJ/mol) = 75.4
- HOMO-LUMO gap (spin up / spin down) (Eh) = 0.2621 / 0.2012
- E (a.u.) = -2941.85870

Each line ends with the Mulliken spin population.
Geometry (Å):
1 Ni -1.566 -0.157 2.123  1.313
2 O 0.880 1.011 -2.105  -0.001
3 C 0.228 0.606 -3.055  -0.001
4 O 1.258 -1.677 -1.677  0.001
5 C 1.060 -1.668 -2.867  0.002
6 O 1.488 -2.595 -3.735  0.000
7 N 0.347 -0.698 -3.602  0.000
8 C 1.240 -2.178 -5.103  0.000
9 C 0.385 -0.948 -5.055  0.000
10 H 0.771 -3.046 -5.571  0.000
11 H 2.226 -1.985 -5.536  0.000
12 H -0.584 -1.146 -5.513  0.000
13 H 0.835 -0.119 -5.616  0.000
14 C -0.885 1.293 -3.778  0.000
15 C -1.422 2.453 -3.372  0.001
16 H -1.258 0.682 -4.620  0.000
17 H -1.173 2.925 -2.422  0.000
18 H -2.153 2.870 -4.080  0.000
19 C -1.919 1.940 0.393  -0.014
20 P -1.064 1.818 1.955  0.249
21 C -1.670 2.978 3.109  0.020
22 C 0.731 1.985 1.843  -0.018
23 C 1.449 0.752 2.387  0.017
24 P 0.487 -0.808 2.132  0.275
25 C 1.702 -2.123 2.160  0.041
26 C -0.444 -1.017 3.751  0.018
27 H -1.643 2.881 -0.090  0.024
28 H -2.987 1.960 0.651  0.002
29 H -1.717 1.097 -0.275  0.007
30 H -1.392 2.626 4.111  0.006
31 H -1.252 3.963 2.908  0.014
32 H -2.763 2.970 3.005  0.000
33 H 1.003 2.163 0.795  -0.001
34 H 0.983 2.872 2.426  0.000
35 H 2.440 0.637 1.935  -0.003
36 H 1.564 0.759 3.479  0.004
37 H 1.719 -2.423 3.224  0.013
38 H 1.350 -2.926 1.520  0.002
39 H 2.697 -1.781 1.836  0.001
40 H -1.124 -0.123 3.835  0.012
41 H 0.284 -0.977 4.573  0.015
42 H -1.079 -1.924 3.807  -0.001

Atomic forces in eV per Å
-1.570 -2.353 -0.671
-0.993 -0.182 -0.799
-0.491 -0.342 0.293
-0.388 -0.250 -0.603
0.376 0.033 -0.402
-0.145 0.244 0.444
0.708 0.687 0.887
1.124 -1.340 0.094
-0.275 0.397 0.010
0.087 0.316 -0.192
-0.270 -0.138 -0.091
-0.205 0.071 0.371
-0.041 -0.141 0.363
0.247 0.345 0.533
-0.261 -0.961 -1.232
0.065 1.104 0.334
0.226 0.113 -0.554
0.072 0.146 0.926
-0.338 0.631 -0.245
0.816 1.355 -0.878
-0.710 0.247 0.617
0.199 0.140 -0.130
-0.165 -0.554 0.149
1.252 0.247 0.372
-0.034 -0.372 0.149
0.053 -0.301 -0.142
-0.163 -0.102 -0.249
0.111 0.108 -0.286
0.164 0.158 -0.039
-0.108 0.368 -0.111
-0.130 0.154 0.126
0.206 0.312 0.300
-0.039 -0.049 0.127
0.188 0.060 -0.116
-0.201 -0.017 0.098
0.225 0.376 -0.162
0.264 -0.203 -0.567
0.225 -0.315 0.044
-0.481 -0.059 -0.001
0.323 -0.244 1.178
-0.527 0.137 -0.001
0.601 0.176 0.055